# 1
# C24H23AuN3OS

C24H23AuN3OS as an isolated structure (ωB97M-V with the def2-TZVPD basis set, OMol25).

The calculation puts the energy above the lowest of the compared OMol25 structures with the same formula, charge and spin at 1.0405 eV. As for the HOMO-LUMO gap (spin up / spin down): 0.2799 / 0.1418 Eh. As for the spin multiplicity: 3. For the electronic energy, the calculation gives -46278.604 eV. Its HOMO energy (spin up / spin down) is -16.9839 / -16.9830 eV. Its expectation value of S² is 2.0235. As for the total charge: +3.

CARTESIAN COORDINATES (ANGSTROEM)
Au  -0.210  -0.205  0.606
S  0.871  -2.005  -2.425
O  0.867  -1.012  -1.296
N  -1.974  -1.485  0.833
N  -0.622  -0.086  2.646
N  0.976  1.517  1.242
C  -3.965  -3.274  1.490
C  2.337  3.447  1.023
C  2.360  3.610  2.389
C  -2.248  -1.757  2.139
C  -2.492  -1.628  -1.562
C  1.627  2.388  0.460
C  1.648  2.721  3.189
C  -0.016  0.727  4.755
C  3.603  -1.958  -5.358
C  -3.219  -2.660  2.492
C  2.421  -2.086  -4.686
C  1.339  -3.596  -1.743
C  4.702  -1.041  -3.312
C  -1.673  -1.013  4.520
C  -2.720  -2.029  -0.137
C  2.391  -1.722  -3.325
C  4.755  -1.413  -4.682
C  -3.731  -2.935  0.177
C  1.563  2.243  -1.029
C  0.108  0.757  3.377
C  0.964  1.691  2.593
C  -0.914  -0.168  5.321
C  3.524  -1.157  -2.644
C  -1.497  -0.958  3.149
H  2.853  4.140  0.373
H  2.205  -3.469  -1.096
H  -2.385  -1.691  4.965
H  3.688  -2.253  -6.397
H  1.621  2.858  4.260
H  1.544  -4.290  -2.560
H  5.672  -1.264  -5.241
H  -1.029  -0.204  6.396
H  1.139  3.146  -1.469
H  -1.707  -0.880  -1.656
H  2.904  4.430  2.837
H  1.536  -2.473  -5.176
H  0.952  1.396  -1.332
H  0.568  1.382  5.383
H  2.566  2.125  -1.442
H  -3.418  -2.883  3.530
H  -3.407  -1.197  -1.971
H  5.590  -0.664  -2.823
H  0.470  -3.941  -1.182
H  -2.251  -2.497  -2.178
H  -4.737  -3.987  1.746
H  -4.331  -3.355  -0.620
H  3.427  -0.858  -1.608



# 2
# C24H23BeN3SbSe

C24H23BeN3SbSe as an isolated structure (ωB97M-V with the def2-TZVPD basis set, OMol25).

As for the HOMO-LUMO gap: 0.2417 Eh. For the electronic energy, the calculation gives -102010.058 eV. Its HOMO energy is -9.2117 eV. As for the total charge: +1.

CARTESIAN COORDINATES (ANGSTROEM)
Sb  10.666  11.712  10.625
Se  10.739  12.042  8.036
N  9.122  10.468  6.587
N  10.747  9.118  8.675
N  12.391  10.470  6.623
C  15.069  11.086  6.895
C  10.864  7.463  10.925
C  10.704  16.614  6.929
C  11.912  14.533  7.140
C  10.729  13.878  7.414
C  14.119  11.755  7.645
C  6.407  11.051  6.693
C  12.843  9.009  4.655
C  9.524  14.577  7.416
C  10.803  8.818  11.038
C  10.821  7.163  7.206
C  12.778  11.455  7.460
C  10.827  7.755  8.584
C  8.812  8.956  4.689
C  8.669  11.471  7.382
C  7.312  11.755  7.459
C  13.296  9.897  5.792
C  9.519  15.946  7.190
C  11.890  15.907  6.886
C  8.261  9.844  5.759
C  10.727  9.661  9.919
C  10.875  6.908  9.646
C  14.635  10.182  5.941
C  6.907  10.113  5.795
Be  10.746  10.046  7.155
H  15.388  9.695  5.304
H  16.125  11.318  7.033
H  6.948  12.515  8.136
H  14.435  12.525  8.340
H  8.590  14.067  7.602
H  10.946  5.837  9.504
H  9.698  8.433  5.035
H  10.925  6.833  11.798
H  12.829  16.426  6.659
H  13.684  8.409  4.306
H  10.722  17.676  6.757
H  5.351  11.244  6.777
H  12.513  9.614  3.813
H  10.947  6.074  7.280
H  8.067  8.251  4.349
H  9.885  7.334  6.689
H  6.195  9.590  5.156
H  9.117  9.563  3.841
H  12.845  13.987  7.102
H  8.570  16.456  7.207
H  10.793  9.287  12.030
H  11.644  7.570  6.595
H  12.041  8.348  4.961



# 3
# C24H23BrF15O22PS

A 7-piece molecular cluster, C24H23BrF15O22PS overall (ωB97M-V with the def2-TZVPD basis set, OMol25).

As for the HOMO-LUMO gap: 0.3438 Eh. For the electronic energy, the calculation gives -201235.856 eV. Its HOMO energy is -9.2466 eV.

CARTESIAN COORDINATES (ANGSTROEM)
Br  -5.176  -1.684  -0.043
S  -1.043  -1.218  -1.077
P  -3.811  -1.597  -1.862
F  2.886  1.293  -3.279
F  -10.640  -4.177  0.712
F  -0.081  4.566  -2.739
F  -6.135  0.119  5.593
F  1.963  2.443  -1.039
F  2.370  3.823  -3.516
F  6.925  -0.385  -4.225
F  0.747  3.486  -4.838
F  0.810  -7.081  0.854
F  -0.014  2.765  -0.334
F  3.083  2.694  3.196
F  1.230  4.390  -0.704
F  2.285  1.645  -5.278
F  -0.782  2.587  -2.668
F  6.845  3.516  1.772
O  -7.606  -1.399  1.692
O  7.334  5.326  3.033
O  7.696  6.559  4.895
O  4.969  -1.156  -3.406
O  4.851  1.291  3.238
O  4.402  0.068  1.407
O  -7.821  0.632  2.638
O  5.599  -1.644  -1.308
O  1.170  -2.980  -0.807
O  -1.433  -0.115  -0.253
O  -2.378  -2.219  -1.228
O  -0.806  -0.633  -2.624
O  -6.580  -0.936  3.647
O  -10.558  -1.632  -1.606
O  6.107  -0.524  2.753
O  -0.408  -3.880  0.526
O  1.401  -5.086  -0.021
O  -12.101  -2.371  -3.072
O  3.542  -2.228  -2.019
O  7.831  4.311  4.975
O  -11.492  -3.650  -1.311
O  -3.584  -0.010  -2.122
C  4.001  2.077  2.412
C  0.812  0.479  -3.965
C  1.315  3.049  -3.736
C  -7.364  -0.643  2.573
C  0.761  -3.889  -0.169
C  -7.425  1.168  3.905
C  6.743  -1.103  -1.973
C  -11.451  -2.531  -2.096
C  4.597  -1.731  -2.222
C  1.818  1.612  -4.020
C  5.208  0.200  2.489
C  -10.343  -3.609  -0.483
C  0.541  -0.068  -2.582
C  7.698  3.998  2.717
C  7.626  5.507  4.361
C  -6.244  0.299  4.255
C  0.317  3.305  -2.592
C  0.894  3.212  -1.136
C  -10.086  -2.131  -0.349
C  -0.615  -5.196  1.044
C  6.118  -0.375  -3.136
C  0.790  -5.744  1.074
C  7.519  3.284  4.029
C  3.364  1.048  1.518
H  8.717  3.983  2.327
H  1.205  -0.303  -4.606
H  -1.261  -5.758  0.368
H  0.535  0.685  -1.799
H  -1.077  -5.161  2.028
H  -5.289  0.651  3.859
H  4.593  2.826  1.887
H  7.304  -0.446  -1.313
H  5.816  0.651  -2.920
H  1.225  -0.869  -2.308
H  6.494  2.948  4.181
H  -7.168  2.220  3.821
H  3.095  1.446  0.545
H  -8.242  1.056  4.619
H  -4.215  0.279  -2.798
H  -9.035  -1.898  -0.202
H  8.188  2.434  4.141
H  1.344  -5.520  1.987
H  -10.664  -1.684  0.460
H  7.393  -1.917  -2.300
H  2.481  0.595  1.972
H  -0.093  0.820  -4.464
H  -9.534  -4.168  -0.956



# 4
# C24H23CaN8OS

C24H23CaN8OS as an isolated structure (ωB97M-V with the def2-TZVPD basis set, OMol25).

The calculation puts the energy above the lowest of the compared OMol25 structures with the same formula, charge and spin at 0.0862 eV. As for the HOMO-LUMO gap: 0.2787 Eh. For the electronic energy, the calculation gives -68501.623 eV. Its HOMO energy is -10.5610 eV. As for the total charge: +1.

CARTESIAN COORDINATES (ANGSTROEM)
Ca  0.683  2.300  -0.404
S  2.040  3.669  -2.409
O  -0.512  1.940  -2.494
N  0.472  -0.184  -0.350
N  3.897  1.896  -1.368
N  1.466  1.811  1.946
N  -1.698  3.081  -0.335
N  -2.179  -6.436  -1.613
N  3.074  1.872  -0.292
N  4.237  2.668  -3.453
N  -1.186  -6.259  0.539
C  -1.546  -6.925  -0.554
C  0.099  -2.322  0.684
C  -2.491  -5.144  -1.559
C  -2.163  -4.347  -0.477
C  1.234  -2.174  -1.425
C  3.460  2.654  -2.355
C  2.435  0.643  4.274
C  1.173  1.214  4.249
C  0.739  1.780  3.063
C  1.066  -0.802  -1.374
C  0.008  -0.936  0.650
C  -3.804  3.237  -1.444
C  2.699  1.267  1.976
C  0.752  -2.942  -0.380
C  -3.641  3.801  0.869
C  -0.434  -3.069  1.841
C  3.530  1.325  0.767
C  -1.083  -4.229  1.794
C  -1.764  2.566  -2.730
C  3.206  0.672  3.126
C  -4.410  3.664  -0.279
C  -1.482  -4.959  0.569
C  -2.441  2.963  -1.441
C  -2.299  3.495  0.790
H  -1.345  -4.722  2.723
H  -2.412  1.884  -3.284
H  4.538  0.917  0.794
H  0.537  1.227  5.123
H  -2.432  -3.301  -0.440
H  -1.294  -7.979  -0.581
H  -4.374  3.117  -2.356
H  0.192  2.398  -2.997
H  -3.026  -4.739  -2.410
H  4.045  3.324  -4.188
H  -1.667  3.592  1.666
H  -0.460  -0.409  1.475
H  -5.468  3.887  -0.262
H  4.200  0.244  3.110
H  1.745  -2.627  -2.262
H  5.128  2.201  -3.417
H  -4.070  4.137  1.802
H  1.436  -0.171  -2.176
H  -0.244  -2.629  2.814
H  -0.246  2.230  3.009
H  -1.628  3.462  -3.343
H  2.817  0.187  5.178
H  0.890  -4.016  -0.378